{
  "formula": "C16H10F5NNaS",
  "method": "the ωB97M-V functional and the def2-TZVPD basis",
  "homo_ev": -4.13,
  "fmax_ev_per_a": 0.57,
  "gap_ev": 6.413,
  "charge": -1,
  "elements": ["Na", "C", "C", "C", "C", "C", "H", "H", "H", "H", "H", "F", "C", "C", "F", "C", "F", "C", "S", "C", "F", "C", "F", "C", "C", "C", "N", "C", "C", "H", "H", "H", "H", "H"],
  "positions_angstrom": [[0.24546, -0.24496, 0.00894], [0.20511, -2.50094, -1.17102], [0.10407, -1.58784, -2.23606], [1.30854, -0.86031, -2.30305], [2.15584, -1.33052, -1.27946], [1.47417, -2.34307, -0.58062], [-0.56158, -3.19509, -0.85318], [-0.75524, -1.46001, -2.88246], [1.56256, -0.09866, -3.03066], [3.15377, -0.97086, -1.06585], [1.85119, -2.88006, 0.27907], [-1.58549, 5.23795, 4.23212], [-1.15222, 4.00515, 3.90946], [-0.72322, 3.72695, 2.62180], [-0.74639, 4.69665, 1.69218], [-0.27813, 2.45942, 2.30878], [0.11131, 2.25282, 1.03570], [-0.23249, 1.39997, 3.22553], [0.35120, -0.19196, 2.78389], [-0.67698, 1.73066, 4.50758], [-0.68546, 0.80750, 5.48100], [-1.12571, 2.99462, 4.85235], [-1.53808, 3.24705, 6.10542], [-3.16117, 3.18031, -1.96809], [-2.14758, 2.61646, -2.72370], [-1.40192, 1.58307, -2.17227], [-1.61280, 1.11085, -0.94694], [-2.58811, 1.66004, -0.22674], [-3.38970, 2.69029, -0.69146], [-3.76142, 3.99011, -2.36333], [-1.92482, 2.96408, -3.72341], [-0.60131, 1.10377, -2.72298], [-2.72336, 1.26209, 0.77369], [-4.16444, 3.10105, -0.05850]],
  "atomic_forces_ev_per_a": [[-0.1514, 0.2344, 0.2773], [-0.0580, -0.1707, 0.0014], [-0.0865, 0.0168, -0.1543], [0.0372, 0.0666, -0.1336], [0.1872, 0.0222, 0.0137], [0.1316, -0.1584, 0.0362], [0.0131, -0.0111, -0.0181], [0.0126, -0.0321, -0.0064], [-0.0134, -0.0142, -0.0061], [0.0015, -0.0274, -0.0140], [-0.0073, -0.0334, -0.0236], [-0.0045, -0.0139, 0.0115], [0.0089, 0.0392, -0.0598], [-0.0407, -0.0082, 0.1357], [-0.0035, -0.0007, -0.0056], [-0.0661, -0.0531, 0.0774], [0.1337, 0.0586, -0.0133], [0.2338, -0.4044, -0.3315], [-0.2711, 0.4407, 0.1665], [-0.0537, 0.0732, 0.1571], [0.0167, -0.0063, -0.0464], [0.0498, -0.0733, -0.1038], [-0.0119, 0.0308, 0.0020], [-0.0096, -0.0072, 0.0260], [0.0524, -0.0442, -0.0129], [-0.0658, 0.0122, -0.0180], [-0.0223, 0.0258, 0.0280], [-0.0092, -0.0026, 0.0541], [-0.0013, 0.0090, -0.0103], [-0.0006, 0.0046, -0.0035], [-0.0195, 0.0174, -0.0018], [0.0124, 0.0073, -0.0265], [0.0064, -0.0021, 0.0055], [-0.0011, 0.0046, -0.0028]],
  "mulliken_charge": [0.77, -0.65, -0.44, -0.55, -0.65, -0.62, 0.36, 0.42, 0.41, 0.37, 0.43, -0.33, 0.58, -0.03, -0.35, 0.45, -0.33, -0.25, -0.45, 0.41, -0.35, 0.20, -0.31, -0.15, -0.77, 0.04, -0.09, -0.32, -0.65, 0.37, 0.38, 0.20, 0.50, 0.39]
}

{
  "formula": "C16H11BBrF4ILiN3O",
  "method": "the ωB97M-V functional and the def2-TZVPD basis",
  "homo_ev": -1.77,
  "fmax_ev_per_a": 0.07,
  "gap_ev": 5.682,
  "charge": -2,
  "elements": ["Li", "Br", "C", "C", "C", "C", "C", "C", "N", "N", "C", "C", "C", "C", "O", "C", "N", "C", "C", "C", "C", "H", "H", "H", "H", "H", "H", "H", "H", "H", "F", "B", "F", "F", "F", "I", "C", "H", "H"],
  "positions_angstrom": [[0.96197, 3.36393, 0.33794], [-3.14045, -3.70704, 3.26886], [-2.08603, -3.61220, 1.68497], [-2.59292, -4.11854, 0.50162], [-1.81627, -4.06026, -0.64320], [-0.54665, -3.47774, -0.63336], [-0.06120, -2.97313, 0.57994], [-0.82282, -3.04405, 1.73357], [0.22623, -3.61704, -1.80227], [1.12248, -2.79133, -2.16308], [1.26623, -1.49334, -1.75146], [2.58858, -1.01802, -1.88632], [3.02914, 0.17966, -1.39775], [2.12951, 1.08672, -0.75133], [2.46662, 2.17867, -0.27292], [0.70123, 0.67570, -0.74316], [-0.14090, 1.60947, -0.26957], [-1.43577, 1.39999, -0.33872], [-1.97044, 0.24720, -0.92377], [-1.12094, -0.72656, -1.38343], [0.27259, -0.56030, -1.26438], [-3.58031, -4.56032, 0.47736], [-2.18116, -4.47399, -1.57547], [0.91688, -2.51288, 0.61744], [-0.44082, -2.64099, 2.66173], [3.28328, -1.70160, -2.36294], [4.06492, 0.47966, -1.49046], [-2.07628, 2.18264, 0.04954], [-3.04304, 0.13604, -1.01662], [-1.52131, -1.61000, -1.85901], [1.88703, 4.66462, 3.94805], [0.98781, 3.62916, 3.65393], [-0.29202, 3.94835, 4.12706], [1.43024, 2.42707, 4.22333], [0.92424, 3.46583, 2.22928], [-1.46189, 4.87104, -2.07075], [0.51116, 5.00748, -1.00551], [0.40402, 6.02346, -0.60205], [1.15708, 5.12266, -1.88708]],
  "atomic_forces_ev_per_a": [[-0.0403, -0.0073, -0.0514], [0.0043, 0.0020, -0.0061], [0.0082, 0.0083, 0.0170], [-0.0042, -0.0064, -0.0069], [-0.0101, -0.0053, 0.0014], [-0.0002, 0.0135, 0.0340], [0.0089, -0.0008, -0.0150], [-0.0134, -0.0051, -0.0020], [-0.0026, -0.0177, -0.0295], [0.0106, 0.0225, 0.0106], [-0.0217, -0.0274, -0.0077], [0.0043, 0.0218, 0.0051], [0.0044, -0.0202, -0.0059], [-0.0019, 0.0116, 0.0039], [0.0332, -0.0356, 0.0002], [-0.0054, -0.0042, -0.0069], [0.0293, 0.0218, 0.0024], [-0.0113, -0.0136, 0.0043], [-0.0005, 0.0031, 0.0043], [0.0035, -0.0046, -0.0027], [0.0153, 0.0107, 0.0028], [0.0008, -0.0010, -0.0046], [0.0019, -0.0002, -0.0013], [-0.0010, -0.0016, 0.0071], [0.0012, -0.0009, 0.0007], [-0.0041, -0.0054, -0.0028], [-0.0019, 0.0096, 0.0055], [0.0034, 0.0047, -0.0015], [-0.0006, 0.0010, 0.0001], [-0.0014, 0.0007, 0.0003], [0.0018, 0.0067, 0.0006], [0.0244, -0.0069, 0.0030], [-0.0125, 0.0023, 0.0003], [-0.0033, -0.0024, 0.0034], [-0.0153, 0.0130, 0.0158], [0.0315, -0.0059, 0.0227], [-0.0492, 0.0291, -0.0159], [0.0034, -0.0022, 0.0048], [0.0105, -0.0076, 0.0098]],
  "mulliken_charge": [0.99, -0.24, 0.22, -0.52, 0.03, -0.22, 0.03, -0.66, -0.80, -0.46, 0.13, -0.18, -0.92, 0.80, -0.82, 0.12, -0.23, -0.55, -0.82, -0.34, 0.66, 0.38, 0.42, 0.38, 0.42, 0.38, 0.36, 0.54, 0.39, 0.63, -0.40, 0.43, -0.41, -0.41, -0.33, -0.36, -1.04, 0.24, 0.18]
}

{
  "formula": "C16H11BrCl4O3S",
  "method": "the ωB97M-V functional and the def2-TZVPD basis",
  "homo_ev": -7.71,
  "de_lowest_ev": 0.000,
  "fmax_ev_per_a": 2.77,
  "gap_ev": 5.265,
  "elements": ["Cl", "C", "C", "Cl", "C", "O", "C", "O", "C", "Cl", "C", "Cl", "C", "S", "C", "C", "C", "C", "C", "C", "C", "Br", "C", "C", "O", "H", "H", "H", "H", "H", "H", "H", "H", "H", "H", "H"],
  "positions_angstrom": [[3.57173, 0.66200, 0.77587], [1.94857, 1.08697, 1.09894], [1.40947, 2.25158, 0.56655], [2.27982, 3.22867, -0.51835], [0.07279, 2.70850, 0.91173], [-0.41891, 3.73584, 0.42677], [-0.68458, 1.90713, 1.96139], [-1.56285, 2.43719, 2.65639], [-0.18077, 0.55746, 2.19279], [-1.17552, -0.45559, 3.13418], [1.11499, 0.19100, 1.85094], [1.70589, -1.35792, 2.27469], [-4.58929, 3.31978, -1.14249], [-2.99934, 3.23576, -0.28487], [-3.32134, 4.35851, 1.09956], [-2.90884, 1.73781, 0.53882], [-2.41848, 0.60653, -0.19807], [-2.84328, -0.76186, 0.27410], [-4.07528, -0.98062, 0.90851], [-4.48849, -2.27554, 1.21699], [-3.67986, -3.36309, 0.84793], [-4.24860, -5.12729, 1.25311], [-2.45442, -3.15698, 0.19133], [-2.04881, -1.85360, -0.09488], [-1.65086, 0.73315, -1.17730], [-4.63585, 4.36331, -1.46980], [-4.54216, 2.64742, -2.00558], [-5.41659, 3.07350, -0.47334], [-3.52928, 5.33522, 0.65982], [-4.18114, 3.99333, 1.67307], [-2.40274, 4.39438, 1.68783], [-3.46062, 1.64465, 1.47506], [-4.71282, -0.12514, 1.13576], [-5.43581, -2.43925, 1.73176], [-1.83342, -4.00522, -0.08922], [-1.11860, -1.68205, -0.63042]],
  "atomic_forces_ev_per_a": [[-0.1989, -0.0089, 0.0274], [-0.3507, 2.1561, -1.4362], [1.3388, -1.5548, 0.4372], [0.1409, 0.1051, -0.0179], [-1.1831, 2.1030, -1.0121], [1.0990, -1.9230, 1.1843], [-1.5751, 1.4507, 1.5352], [2.4911, -0.9338, -0.7634], [1.6568, -1.1876, 0.2442], [0.0056, -0.0572, 0.0636], [-2.5385, -0.0971, 0.8769], [-0.0058, 0.2142, -0.0238], [0.0845, 0.3319, 0.1506], [0.1474, -0.5237, 0.5490], [-0.0723, 0.0435, -0.5153], [-0.7394, -1.0562, -1.0543], [0.1035, 1.3492, 0.2052], [-0.1258, -0.2901, -0.4805], [0.4585, -0.1125, -0.1055], [0.2265, -0.2894, -0.1101], [0.2969, 0.8169, -0.0584], [0.0500, 0.1287, -0.0415], [-0.4554, 0.1002, 0.3049], [-0.3486, -0.2244, 0.2156], [-0.3490, -0.4084, 0.3665], [-0.3020, -0.1664, -0.1616], [0.0190, 0.1405, 0.2735], [0.1108, -0.0142, -0.1213], [-0.0536, -0.0325, 0.1292], [0.2739, 0.0780, -0.0842], [-0.3288, -0.0923, -0.1046], [0.0563, 0.0736, -0.4152], [0.1390, -0.3299, -0.0010], [0.2688, -0.0351, -0.2024], [-0.1752, 0.1639, 0.0611], [-0.1648, 0.0821, 0.0849]],
  "mulliken_charge": [-0.15, 0.41, 0.02, -0.15, 0.64, -0.70, 0.54, -0.58, 0.15, -0.09, 0.03, -0.15, -1.10, 0.48, -1.07, -1.03, 0.54, 0.15, -0.16, -0.66, 0.08, -0.20, -0.53, -0.31, -0.77, 0.44, 0.37, 0.30, 0.51, 0.34, 0.32, 0.67, 0.33, 0.40, 0.41, 0.49]
}

Number 1: DFT total energy -1730.34806 Eh. Number 2: DFT total energy -4159.70645 Eh. Number 3: DFT total energy -5654.88336 Eh.